Record 1
DFT (wB97M-V/def2-TZVPD) results for a 2-piece molecular cluster, C2H2Cl2NOP overall at a distorted geometry.

```
9
Properties=species:S:1:pos:R:3:forces:R:3
Cl -1.7263 0.7148 -1.2710 -0.663 0.803 -0.449
C -0.5439 0.0248 -0.2761 -0.038 0.223 0.749
N -0.2831 -1.2527 -0.6078 0.347 -1.093 -0.323
C 0.4794 -1.7644 0.2621 1.511 -0.889 2.345
O 0.8274 -0.9472 1.3384 0.761 -2.632 -1.077
P 0.2637 0.5264 1.1717 -1.378 1.723 -0.449
H 0.9376 -2.7753 0.3768 -0.742 0.999 -0.561
Cl 0.1497 3.3167 -0.2814 0.260 1.081 0.234
H -0.1044 2.1570 -0.7126 -0.058 -0.215 -0.469
```
Forces are in eV/Å.

Properties
lowest unoccupied orbital energy = -0.2 eV
spin multiplicity = 1
HOMO-LUMO gap = 9.00 eV
E_HOMO = -0.3366 Ha
structure (SMILES) = Clc1ncop1.Cl
E_tot = -1469.124579 hartree

---

Record 2
DFT (wB97M-V/def2-TZVPD) results for one molecule with the formula C3H4N2O.

```
10
Properties=species:S:1:pos:R:3:forces:R:3
O 1.3473 1.2134 -0.8962 0.708 0.236 0.514
C 0.5362 0.4742 -0.1145 -0.442 -0.150 -0.201
C 0.3305 -0.8805 -0.1346 -0.132 0.062 -0.361
C -0.9672 -1.0147 0.4003 -0.152 -0.109 0.144
N -1.4457 0.1243 0.8683 0.117 -0.311 0.051
N -0.4884 1.0381 0.5702 0.088 0.124 -0.192
H 1.8332 0.5904 -1.4539 -0.009 0.273 0.118
H 1.0051 -1.6161 -0.5478 -0.306 0.006 -0.180
H -1.6060 -1.8823 0.3157 0.103 -0.042 0.527
H -0.5450 1.9532 0.9925 0.026 -0.088 -0.420
```
Forces are in eV/Å.

Properties
lowest unoccupied orbital energy = 0.7 eV
spin multiplicity = 1
HOMO-LUMO gap = 9.38 eV
E_HOMO = -0.3204 Ha
structure (SMILES) = Oc1ccn[nH]1
E_tot = -301.432837 hartree

---

Record 3
DFT (wB97M-V/def2-TZVPD) results for an isolated ion of composition C3H12N4O and charge +2 at a distorted geometry.

```
20
Properties=species:S:1:pos:R:3:forces:R:3
C 2.4636 -0.4123 -0.3462 1.186 -0.308 -0.841
N 1.4051 -0.2047 0.6012 -1.123 -0.145 0.775
N 0.3925 -1.0188 0.6619 0.438 0.104 -0.179
C -0.7524 -0.8398 -0.5052 0.704 0.043 -0.630
O -1.7860 -1.5956 -0.2030 -0.255 0.016 0.270
N -0.9862 0.5430 -0.2838 1.229 -0.243 -0.358
C -2.0748 0.9949 0.5342 -1.238 0.677 0.638
N 0.0977 1.3168 -0.4262 -0.540 -0.161 -0.125
H 2.1421 -1.0353 -1.1797 -0.112 0.062 0.066
H 2.8701 0.5366 -0.7016 -0.190 0.015 0.071
H 3.2933 -0.9340 0.1525 -0.256 -0.002 0.010
H 1.6835 0.3031 1.4459 -0.273 -0.162 0.065
H -0.0850 -1.1161 1.5612 0.144 0.335 0.124
H -0.2220 -1.0357 -1.4446 -0.099 0.019 0.188
H -1.8633 -2.4380 -0.6804 0.168 0.122 -0.120
H -2.7213 1.6495 -0.0616 0.138 -0.102 -0.020
H -2.6784 0.1470 0.8570 0.173 0.106 -0.011
H -1.7319 1.5686 1.3982 0.133 -0.117 0.021
H 0.5495 1.3138 -1.3441 -0.120 -0.117 0.060
H 0.0039 2.2570 -0.0357 -0.106 -0.142 -0.004
```
Forces are in eV/Å.

Properties
lowest unoccupied orbital energy (alpha / beta) = -10.7 / -10.7 eV
spin multiplicity = 1
HOMO-LUMO gap (alpha / beta) = 8.39 / 8.39 eV
E_HOMO (alpha / beta) = -0.6998 / -0.6998 Ha
charge = +2
structure (SMILES) = CNN[C@@H](O)[N+](C)=[NH2+]
E_tot = -414.989887 hartree

---

Record 4
DFT (wB97M-V/def2-TZVPD) results for C44H54BrF6NO4PSSeTl as an isolated structure at a distorted geometry.

```
114
Properties=species:S:1:pos:R:3:forces:R:3
Tl 0.5456 0.2093 0.0634 0.466 0.827 -0.528
Br -1.8236 -1.8244 -0.1659 -0.766 -0.022 -0.929
C -2.5857 -1.3776 -1.9190 -0.100 -0.525 0.727
C -3.7383 -2.0070 -2.3052 0.247 -0.041 0.458
C -4.2852 -1.7360 -3.5678 -0.087 0.095 -0.281
C -3.6598 -0.8645 -4.4129 -0.254 -0.127 -0.167
C -2.4612 -0.2252 -4.0382 0.205 -0.047 0.333
C -1.7594 0.6177 -4.9219 0.181 0.140 -0.285
C -0.5650 1.1752 -4.5391 -0.324 0.049 -0.381
C -0.0662 0.9632 -3.2477 -0.046 -0.201 0.505
C -0.7005 0.1712 -2.3026 0.429 0.033 0.104
C -1.8996 -0.4583 -2.7407 0.232 0.272 -0.084
H -4.2206 -2.7136 -1.6496 -0.032 -0.080 0.130
H -5.1951 -2.2402 -3.8711 -0.024 0.015 0.000
H -4.0665 -0.6758 -5.4010 -0.016 0.031 -0.026
H -2.1723 0.7983 -5.9105 0.019 -0.015 0.006
H -0.0058 1.7946 -5.2350 -0.040 0.009 -0.032
H 0.8780 1.4223 -2.9818 0.211 0.109 0.000
F 5.3858 -5.1755 -1.9928 -0.070 0.377 0.088
C 4.0623 -5.4405 -1.9820 0.490 -0.740 -0.064
F 3.7818 -5.9222 -3.2062 -0.266 0.222 -0.156
F 3.9335 -6.5003 -1.1433 -0.212 0.167 0.153
C 3.2106 -4.2831 -1.5707 -0.310 0.431 0.158
C 2.2616 -3.7312 -2.4277 0.478 -0.332 0.259
C 1.4904 -2.6836 -1.9527 -0.050 0.010 -0.069
N 1.6159 -2.1868 -0.7323 -0.019 -0.182 -0.128
C 2.5279 -2.7034 0.0767 0.078 -0.052 0.076
C 3.3495 -3.7553 -0.2869 0.014 -0.257 -0.490
H 2.1317 -4.1097 -3.4283 -0.042 -0.013 -0.096
H 0.7342 -2.2245 -2.5715 -0.119 0.134 -0.112
H 2.5877 -2.2616 1.0603 0.070 0.089 0.155
H 4.0783 -4.1592 0.3972 0.065 -0.006 0.124
O -1.6261 1.7621 0.6660 0.391 -0.968 -0.124
P -2.2259 3.0634 0.9891 -0.959 2.022 0.054
C -0.9823 4.3037 1.6806 -0.647 -0.336 -0.130
C 0.3882 3.9698 1.0564 0.309 -0.228 -0.210
C 1.3339 3.3310 2.0663 0.080 0.081 -0.069
C 1.6621 4.2994 3.2041 -0.021 -0.021 -0.098
C 0.4400 5.1571 3.5452 -0.049 -0.092 0.123
C -0.8489 4.4110 3.2010 -0.055 0.346 0.117
C -3.8157 2.9430 2.0013 0.280 0.342 -0.193
C -3.6567 2.8350 3.5148 0.252 0.031 0.092
C -2.9253 1.5500 3.8753 -0.323 0.003 0.238
C -3.7538 0.3432 3.4632 0.167 -0.050 -0.129
C -4.0094 0.4057 1.9649 -0.268 -0.081 0.148
C -4.6450 1.7322 1.5527 0.085 -0.208 -0.317
C -2.8137 3.9172 -0.5885 0.318 -0.219 0.606
C -3.6421 2.9302 -1.4246 -0.077 -0.190 -0.190
C -3.4302 3.0961 -2.9317 -0.190 0.155 0.027
C -3.3288 4.5708 -3.2908 0.080 -0.132 -0.091
C -2.0594 5.1609 -2.6695 -0.036 0.000 0.075
C -1.6205 4.3964 -1.4119 0.058 0.231 -0.019
H -1.3233 5.2823 1.3138 -0.027 -0.098 -0.013
H 0.8533 4.8796 0.6612 -0.078 -0.001 -0.086
H 0.2656 3.2693 0.2286 0.114 0.146 -0.075
H 2.2503 3.0284 1.5566 -0.015 -0.097 -0.022
H 0.8709 2.4345 2.4788 0.106 0.020 -0.138
H 2.5007 4.9455 2.9291 0.047 -0.043 0.034
H 1.9552 3.7176 4.0781 0.101 0.002 0.071
H 0.4639 6.0977 2.9844 -0.015 0.049 0.023
H 0.4429 5.4088 4.6091 -0.011 0.108 -0.022
H -1.6935 4.9769 3.6039 0.004 -0.169 0.028
H -0.8148 3.4252 3.6628 -0.107 -0.057 0.106
H -4.3725 3.8619 1.7645 0.117 -0.027 -0.065
H -4.6617 2.8046 3.9556 -0.048 0.072 -0.007
H -3.1507 3.7044 3.9273 -0.059 -0.008 0.028
H -2.7101 1.5132 4.9444 0.113 0.015 0.012
H -1.9726 1.5065 3.3500 -0.012 0.084 0.104
H -4.7017 0.3336 4.0147 -0.062 -0.005 0.062
H -3.2011 -0.5631 3.7091 -0.084 -0.070 0.055
H -4.6604 -0.4135 1.6523 -0.016 -0.070 -0.060
H -3.0598 0.2883 1.4524 0.013 -0.062 -0.107
H -5.6368 1.8167 2.0192 0.025 0.071 -0.034
H -4.7875 1.7366 0.4736 -0.123 -0.005 0.016
H -3.4219 4.7858 -0.3079 0.012 0.014 0.095
H -4.7048 3.0690 -1.2021 0.026 -0.094 0.048
H -3.3534 1.9106 -1.1603 -0.107 -0.071 0.033
H -4.2608 2.6258 -3.4630 0.056 -0.090 -0.031
H -2.5182 2.5875 -3.2402 0.026 -0.097 -0.032
H -4.2118 5.0948 -2.9142 -0.085 0.036 -0.003
H -3.3106 4.6992 -4.3746 -0.071 0.070 -0.040
H -2.2313 6.2128 -2.4212 0.081 0.027 -0.003
H -1.2403 5.1254 -3.3906 0.014 0.054 -0.025
H -0.9819 5.0563 -0.8255 0.110 -0.110 -0.024
H -1.0317 3.5224 -1.6952 0.109 -0.011 -0.003
C 6.7594 6.0021 -0.0017 -0.036 -0.106 -0.108
C 5.9336 4.7748 -0.2844 0.021 0.134 0.064
C 6.0985 3.6080 0.4464 0.089 0.135 0.014
C 5.4140 2.4444 0.1308 0.089 0.077 0.103
C 5.6107 1.2044 0.9453 0.113 -0.005 -0.019
C 4.5392 2.4375 -0.9613 -0.217 -0.650 -0.223
Se 3.7375 0.8108 -1.5390 -0.191 -0.153 -0.045
C 4.3033 3.6291 -1.6604 0.000 0.194 -0.026
C 3.2998 3.6503 -2.7697 0.032 0.081 0.029
C 5.0071 4.7715 -1.3191 0.081 0.101 0.040
H 7.2428 5.9314 0.9719 0.039 0.039 0.060
H 6.1469 6.9048 -0.0217 0.012 0.072 0.024
H 7.5407 6.1138 -0.7607 0.039 0.090 0.061
H 6.7927 3.5992 1.2801 0.068 0.005 0.079
H 6.4356 1.3121 1.6501 0.035 0.098 0.105
H 5.8064 0.3596 0.2853 -0.028 -0.076 0.034
H 4.6954 0.9710 1.4913 -0.031 -0.118 0.026
H 2.3323 3.3316 -2.3813 -0.112 -0.062 -0.093
H 3.5836 2.9266 -3.5317 -0.092 -0.084 -0.116
H 3.2002 4.6395 -3.2180 0.059 0.127 0.019
H 4.8443 5.6843 -1.8844 -0.041 0.064 -0.043
F 1.7274 -0.6683 5.7547 -0.043 0.051 0.148
C 1.6284 -0.9120 4.4346 -0.299 0.132 0.083
F 1.8523 -2.2266 4.2723 -0.146 -0.174 -0.132
F 2.6411 -0.2688 3.8488 0.083 0.120 -0.261
S -0.0435 -0.3510 3.7954 0.802 -0.584 0.819
O -0.9545 -0.9560 4.7369 -0.177 -0.067 0.127
O 0.0999 1.0804 3.9068 0.058 0.198 -0.030
O -0.0908 -0.8992 2.4627 -0.164 -0.275 -0.020
```
Forces are in eV/Å.

Properties
lowest unoccupied orbital energy = 4.0 eV
spin multiplicity = 1
HOMO-LUMO gap = 5.11 eV
E_HOMO = -0.0394 Ha
charge = -2
E_tot = -8551.605008 hartree

---

Record 5
DFT (wB97M-V/def2-TZVPD) results for C5H5N as an isolated structure at a distorted geometry.

```
11
Properties=species:S:1:pos:R:3:forces:R:3
C -0.4763 -0.5906 -0.6267 0.098 -0.581 -0.131
C -1.0102 0.6145 0.0810 0.432 0.339 -0.955
C 0.4609 0.4767 -1.0128 -0.776 0.882 -0.278
N 1.2031 0.4082 0.2728 0.408 0.039 -0.423
C 0.5450 -0.8923 0.4807 -0.257 -0.215 1.118
C 0.0495 0.5165 1.1232 0.531 -0.964 0.511
H -1.0648 -1.2127 -1.2873 0.160 -0.129 0.058
H -2.0574 0.9251 0.2187 0.705 0.071 -0.602
H 1.0886 0.5104 -1.9262 -1.013 0.703 0.203
H 1.1610 -1.7976 0.5859 -0.417 0.353 0.749
H 0.1112 1.0374 2.0823 0.128 -0.497 -0.250
```
Forces are in eV/Å.

Properties
lowest unoccupied orbital energy = 1.1 eV
spin multiplicity = 1
HOMO-LUMO gap = 9.42 eV
E_HOMO = -0.3043 Ha
E_tot = -248.028357 hartree

---

Record 6
DFT (wB97M-V/def2-TZVPD) results for C3H3N3O2 as an isolated structure at a distorted geometry.

```
11
Properties=species:S:1:pos:R:3:forces:R:3
N 0.7519 -2.1888 -0.5547 0.939 -0.176 -0.413
C 0.4795 -1.0072 -0.7866 4.214 -1.352 1.982
C -0.5171 -0.0905 -0.2117 -0.151 0.156 -0.063
N -1.7276 -0.4643 0.0988 0.322 -0.458 -0.422
O -2.2415 0.6245 0.7434 -0.559 0.409 -0.049
C -1.3094 1.5664 0.7481 0.455 -0.214 0.175
N -0.1951 1.1665 0.2242 0.008 0.577 -0.441
H -1.5623 2.5326 1.1782 0.151 -0.355 -0.049
O 2.1680 -0.4841 -0.7531 -2.720 1.734 -0.488
H 2.0979 0.3109 -0.2017 0.867 0.128 0.182
H 2.0557 -1.9662 -0.4849 -3.527 -0.450 -0.415
```
Forces are in eV/Å.

Properties
lowest unoccupied orbital energy = -0.2 eV
spin multiplicity = 1
HOMO-LUMO gap = 9.80 eV
E_HOMO = -0.3668 Ha
E_tot = -430.689553 hartree

---

Which relative energy (zero: lowest compared OMol25 entry of this formula, charge and spin) belongs to each record? In order, 42.1, 34.1, 106.2, 31.6, 154.8, 145.2 kcal/mol.